[1]
# C7H12ClNO

An isolated molecule of C7H12ClNO (ωB97M-V with the def2-TZVPD basis set, OMol25).

Geometry (Å):
1 C -0.4649 -0.8390 2.6488
2 C -1.2378 0.0270 1.6593
3 Cl -2.3911 1.0717 2.5589
4 C -0.3386 0.8981 0.7768
5 C 0.2664 0.1010 -0.3717
6 C -0.6381 -0.1167 -1.5914
7 N 0.2949 -0.4791 -2.6652
8 C 1.5904 -0.1657 -2.2998
9 O 2.5760 -0.5504 -2.8718
10 C 1.5086 0.6982 -1.0554
11 H 0.3092 -0.2490 3.1494
12 H 0.0041 -1.6845 2.1325
13 H -1.1343 -1.2434 3.4125
14 H -1.8508 -0.6157 1.0176
15 H -0.9310 1.7302 0.3794
16 H 0.4637 1.3218 1.3946
17 H 0.5795 -0.8908 -0.0056
18 H -1.1318 0.8336 -1.8429
19 H -1.4209 -0.8708 -1.4635
20 H 0.1769 -1.3604 -3.1433
21 H 2.4317 0.6388 -0.4766
22 H 1.3378 1.7451 -1.3424

Values from the calculation:
**Net charge**: 0
**Multiplicity**: 1
**DFT total energy**: -864.14341 Ha
**SMILES string**: C[C@@H](Cl)C[C@H]1CNC(=O)C1
**Gap between HOMO and LUMO**: 10.49 eV
**E_HOMO**: -9.7715 eV

***

[2]
# C5H12S2

An isolated molecule of C5H12S2 in a non-equilibrium geometry (ωB97M-V with the def2-TZVPD basis set, OMol25).

Geometry (Å):
1 C 1.7035 0.1725 -3.0762
2 C 0.2918 -0.1088 -2.5801
3 C 0.0498 0.4729 -1.1829
4 S 0.5613 -0.7767 0.0249
5 S 0.7202 0.2258 1.7846
6 C -0.8969 0.2728 2.5289
7 C -1.2328 -0.8028 3.5650
8 H 2.4438 -0.3909 -2.4973
9 H 1.8031 -0.0391 -4.1382
10 H 1.9164 1.2274 -2.9039
11 H -0.3729 0.3921 -3.2821
12 H 0.0532 -1.1707 -2.5939
13 H -0.9997 0.7409 -1.0500
14 H 0.6263 1.3873 -1.0233
15 H -1.7836 0.3938 1.9112
16 H -0.9713 1.2481 2.9983
17 H -1.7510 -0.3472 4.4088
18 H -1.8178 -1.6195 3.1379
19 H -0.3433 -1.2779 3.9684

Values from the calculation:
**Net charge**: 0
**Multiplicity**: 1
**DFT total energy**: -994.07234 Ha
**SMILES string**: CCCSSCC
**Gap between HOMO and LUMO**: 9.66 eV
**E_HOMO**: -8.7591 eV

***

[3]
# CH4IN2O

A cluster of 2 separate species, CH4IN2O in total in a non-equilibrium geometry (ωB97M-V with the def2-TZVPD basis set, OMol25).

Geometry (Å):
1 C -1.2116 0.0265 0.5843
2 N -2.2638 0.2234 1.1192
3 N -0.0328 -0.2275 0.2573
4 O 0.1744 -1.4379 -0.4874
5 I 2.0991 1.7708 -1.3079
6 H 3.2582 0.7471 -1.9429
7 H -2.9724 0.5885 1.8149
8 H 0.6090 0.4495 -0.1394
9 H 0.3398 -2.1403 0.1019

Values from the calculation:
**Net charge**: +1
**Multiplicity**: 1
**DFT total energy**: -522.54802 Ha
**Gap between HOMO and LUMO**: 8.50 eV
**E_HOMO**: -13.9770 eV

***

So what do the calculations give for LUMO energy? Going down the list: 0.71 0.90 -5.48 eV.